Entry 1:
C23H49BrCl16O6P2 | the ωB97M-V functional and the def2-TZVPD basis

Results
- HOMO energy: -9.2 eV
- Multiplicity: 1
- Charge: 0

Atoms and positions in Å:
1 C -0.551 2.915 -1.969
2 C -0.420 1.402 -2.589
3 O -1.216 0.500 -1.700
4 C -0.445 -0.752 -1.506
5 C -1.319 -1.947 -0.800
6 C -2.134 -1.507 0.551
7 C -1.311 -0.525 1.574
8 C -0.356 -1.327 2.664
9 O 0.691 -2.159 2.047
10 P 2.210 -1.960 2.874
11 O 2.806 -0.489 2.596
12 O 1.850 -1.962 4.615
13 O 3.363 -3.239 2.632
14 P 3.638 -3.590 0.952
15 O 5.409 -3.610 0.803
16 Br 2.954 -1.936 -0.440
17 H -1.683 3.132 -1.764
18 H 0.048 2.992 -0.959
19 H -0.150 3.759 -2.680
20 H -0.839 1.345 -3.694
21 H 0.699 1.048 -2.610
22 H 0.010 -1.106 -2.542
23 H 0.420 -0.475 -0.735
24 H -0.611 -2.874 -0.671
25 H -2.146 -2.266 -1.599
26 H -2.398 -2.495 1.155
27 H -3.180 -0.977 0.335
28 H -2.137 0.031 2.233
29 H -0.699 0.333 1.053
30 H 0.138 -0.469 3.332
31 H -1.053 -1.952 3.399
32 H 1.161 -2.707 4.735
33 H 5.730 -2.640 0.811
34 Cl -3.453 5.978 -1.323
35 C -4.627 5.701 -2.634
36 C -4.691 4.239 -3.048
37 Cl -3.199 3.704 -3.861
38 H -4.356 6.347 -3.475
39 H -5.602 6.023 -2.258
40 H -5.509 4.090 -3.758
41 H -4.862 3.584 -2.188
42 Cl -2.917 1.254 -7.415
43 C -2.511 2.949 -7.783
44 C -1.023 3.144 -8.025
45 Cl -0.064 2.919 -6.540
46 H -2.870 3.571 -6.957
47 H -3.072 3.221 -8.682
48 H -0.833 4.164 -8.372
49 H -0.644 2.450 -8.782
50 Cl 6.473 -2.121 -1.977
51 C 7.187 -3.744 -1.810
52 C 8.393 -3.937 -2.716
53 Cl 7.941 -3.982 -4.439
54 H 6.406 -4.482 -2.017
55 H 7.488 -3.851 -0.764
56 H 8.878 -4.891 -2.492
57 H 9.131 -3.140 -2.580
58 Cl -1.578 -1.586 -10.504
59 C -2.980 -1.672 -9.408
60 C -4.186 -2.321 -10.068
61 Cl -4.875 -1.305 -11.359
62 H -3.206 -0.658 -9.065
63 H -2.668 -2.263 -8.542
64 H -4.978 -2.472 -9.329
65 H -3.933 -3.294 -10.501
66 Cl -1.369 4.681 3.980
67 C -0.654 3.058 4.147
68 C 0.552 2.865 3.241
69 Cl 0.099 2.821 1.518
70 H -1.435 2.320 3.940
71 H -0.353 2.951 5.193
72 H 1.036 1.911 3.465
73 H 1.289 3.663 3.377
74 Cl 1.950 8.835 7.108
75 C 0.777 8.557 5.797
76 C 0.712 7.096 5.383
77 Cl 2.204 6.560 4.570
78 H 1.047 9.203 4.956
79 H -0.199 8.880 6.173
80 H -0.106 6.947 4.672
81 H 0.541 6.441 6.243
82 Cl 1.081 -4.117 10.170
83 C 2.188 -4.393 8.803
84 C 1.981 -3.387 7.682
85 Cl 0.419 -3.613 6.855
86 H 2.047 -5.420 8.453
87 H 3.205 -4.305 9.197
88 H 2.760 -3.508 6.924
89 H 2.022 -2.357 8.052
90 Cl -3.328 -4.710 3.420
91 C -2.337 -6.189 3.471
92 C -1.061 -5.998 4.275
93 Cl 0.084 -4.895 3.469
94 H -2.123 -6.490 2.441
95 H -2.953 -6.966 3.932
96 H -0.547 -6.956 4.390
97 H -1.268 -5.600 5.273


Entry 2:
C23H49FeN2OP3S | the ωB97M-V functional and the def2-TZVPD basis

Results
- Energy relative to the best compared isomer or geometry (same formula, charge and spin): 325.5 kJ/mol
- <S²>: 8.845
- HOMO energy (alpha / beta): -13.7 / -15.1 eV
- Multiplicity: 6
- Charge: +3

Atoms and positions in Å:
1 Fe -1.741 -0.732 -3.033
2 P -1.100 1.899 0.729
3 P -3.238 -1.010 -1.506
4 P 3.713 1.652 -1.393
5 H 1.703 -1.060 -5.059
6 C 2.317 -0.954 -4.164
7 C 2.218 -2.021 -3.149
8 H 1.513 -2.839 -3.263
9 C -1.031 3.454 -0.244
10 C -2.475 2.295 1.881
11 C 0.315 2.186 1.862
12 C -4.181 -2.532 -1.833
13 C -2.539 -1.173 0.155
14 C -4.454 0.358 -1.448
15 C 5.358 1.761 -2.085
16 C 3.702 0.951 0.257
17 C 2.855 3.224 -1.387
18 H 3.263 -0.443 -4.322
19 H 3.149 -2.342 -2.680
20 H -1.435 4.288 0.344
21 H -1.645 3.318 -1.143
22 H -0.002 3.678 -0.551
23 H -2.352 3.315 2.262
24 H -2.480 1.585 2.718
25 H -3.432 2.217 1.351
26 H 0.116 3.037 2.523
27 H 1.228 2.370 1.285
28 H 0.464 1.287 2.472
29 H -5.057 -2.614 -1.176
30 H -3.516 -3.392 -1.673
31 H -4.508 -2.544 -2.881
32 H -3.314 -1.174 0.931
33 H -1.826 -0.363 0.383
34 H -1.963 -2.100 0.240
35 H -5.460 -0.047 -1.296
36 H -4.425 0.893 -2.403
37 H -4.201 1.065 -0.650
38 H 5.698 2.804 -2.084
39 H 5.328 1.392 -3.120
40 H 6.058 1.142 -1.510
41 H 4.046 1.718 0.968
42 H 4.390 0.093 0.299
43 H 2.698 0.611 0.563
44 H 3.534 4.002 -1.765
45 H 2.550 3.479 -0.362
46 H 1.962 3.184 -2.028
47 C 0.069 -0.338 -3.479
48 C -0.583 0.914 -3.505
49 C -1.820 1.039 -4.141
50 C -2.366 -0.042 -4.851
51 C -1.619 -1.226 -5.028
52 C -0.455 -1.448 -4.261
53 S 1.566 -0.474 -2.410
54 H 2.997 0.703 -2.281
55 H -0.165 1.734 -2.932
56 H -2.365 1.970 -4.045
57 H -3.355 0.037 -5.283
58 H -2.018 -2.019 -5.658
59 H 0.034 -2.417 -4.231
60 C -2.228 -1.559 4.423
61 N -0.792 -1.615 4.509
62 C -0.171 -1.070 5.692
63 C 1.236 -1.596 5.823
64 C 2.005 -1.377 4.542
65 N 1.265 -1.935 3.440
66 C 1.964 -2.221 2.219
67 C -0.110 -1.934 3.357
68 O -0.696 -2.226 2.304
69 H -2.585 -2.360 3.770
70 H -2.586 -0.598 4.018
71 H -2.647 -1.683 5.428
72 H -0.159 0.035 5.655
73 H -0.784 -1.367 6.552
74 H 1.208 -2.666 6.051
75 H 1.742 -1.089 6.647
76 H 2.977 -1.883 4.579
77 H 2.192 -0.298 4.391
78 H 3.016 -2.429 2.450
79 H 1.512 -3.096 1.737
80 H 1.916 -1.386 1.500


Entry 3:
C23H49INO12S5 | the ωB97M-V functional and the def2-TZVPD basis

Results
- Energy relative to the best compared isomer or geometry (same formula, charge and spin): 209.5 kJ/mol
- HOMO energy: -4.7 eV
- Multiplicity: 1
- Charge: -1

Atoms and positions in Å:
1 C 1.439 -1.411 0.266
2 C 1.145 -1.181 -1.181
3 O -0.010 -1.112 -1.470
4 N 2.292 -1.232 -2.143
5 H 2.832 -0.189 -2.012
6 H 3.026 -1.867 -1.708
7 C 2.073 -1.243 -3.611
8 H 0.757 -1.746 0.983
9 H 1.663 -0.384 0.739
10 H 2.264 -2.092 0.511
11 H 2.959 -1.421 -4.163
12 H 1.687 -0.167 -3.833
13 H 1.100 -1.929 -3.744
14 I 3.908 -4.509 -2.181
15 O 3.631 0.865 -1.724
16 H 4.200 1.750 -1.954
17 C 3.563 2.452 2.138
18 C 3.163 2.839 3.470
19 C 1.909 3.405 3.372
20 S 1.116 3.029 1.885
21 O 0.374 4.133 1.417
22 O 0.479 1.726 1.985
23 C 2.598 2.969 1.077
24 H 3.467 1.251 2.211
25 H 4.702 2.820 2.003
26 H 4.044 3.574 4.026
27 H 3.132 1.848 4.129
28 H 2.010 4.552 3.456
29 H 1.335 3.183 4.270
30 H 2.750 4.085 0.637
31 H 2.580 2.337 0.292
32 C -0.234 2.220 -3.318
33 C -1.671 2.324 -3.811
34 C -2.502 2.471 -2.621
35 S -1.696 3.668 -1.566
36 O -2.003 3.430 -0.137
37 O -2.190 4.922 -1.960
38 C -0.077 3.171 -2.185
39 H 0.660 2.252 -4.164
40 H -0.355 1.313 -2.953
41 H -1.938 1.536 -4.494
42 H -1.703 3.278 -4.411
43 H -2.489 1.579 -2.067
44 H -3.437 2.676 -2.705
45 H 0.397 2.823 -1.168
46 H 0.268 4.171 -2.724
47 C -3.918 -3.910 -2.942
48 C -2.402 -4.293 -3.033
49 C -1.621 -3.527 -3.979
50 S -2.836 -2.315 -4.588
51 O -2.602 -2.272 -6.028
52 O -2.749 -1.133 -3.824
53 C -4.293 -3.193 -4.185
54 H -4.145 -3.450 -2.130
55 H -4.484 -4.759 -2.792
56 H -2.353 -5.473 -3.214
57 H -2.001 -4.042 -2.221
58 H -1.316 -4.316 -4.702
59 H -0.657 -3.152 -3.589
60 H -4.261 -3.734 -5.076
61 H -5.236 -2.738 -4.076
62 C -2.537 0.379 0.738
63 C -3.804 1.127 0.986
64 C -4.837 0.278 1.420
65 S -4.175 -1.413 1.330
66 O -5.055 -2.227 0.478
67 O -3.696 -1.888 2.594
68 C -2.903 -1.017 0.269
69 H -2.007 0.225 1.660
70 H -1.938 0.889 0.204
71 H -4.131 1.570 0.014
72 H -3.648 2.009 1.542
73 H -5.935 0.250 0.759
74 H -5.000 0.355 2.432
75 H -3.474 -0.832 -0.651
76 H -2.294 -1.742 0.338
77 C 4.462 -0.710 4.728
78 C 3.369 -1.364 3.774
79 C 2.107 -0.873 4.048
80 S 2.134 -0.757 5.810
81 O 1.243 -1.750 6.314
82 O 1.890 0.634 6.106
83 C 3.883 -1.027 6.076
84 H 4.309 0.333 4.751
85 H 5.506 -0.903 4.555
86 H 3.446 -2.328 3.918
87 H 3.780 -1.050 2.852
88 H 1.111 -1.647 3.555
89 H 1.805 0.027 3.713
90 H 3.870 -2.094 6.375
91 H 4.207 -0.349 6.865


Entry 4:
C23H49N4OP3Ti | the ωB97M-V functional and the def2-TZVPD basis

Results
- Energy relative to the best compared isomer or geometry (same formula, charge and spin): 0.0 kJ/mol
- <S²>: 0.786
- HOMO energy (alpha / beta): -15.9 / -15.9 eV
- Multiplicity: 2
- Charge: +3

Atoms and positions in Å:
1 Ti -0.674 1.793 -1.085
2 P 3.034 -2.083 1.143
3 P 1.409 2.957 -0.705
4 P -1.297 -2.747 0.214
5 H -0.289 3.075 -3.341
6 C -0.928 2.264 -2.958
7 C -2.066 2.616 -2.079
8 H -2.224 3.681 -1.841
9 C 4.415 -3.232 1.091
10 C 3.656 -0.484 1.700
11 C 1.840 -2.630 2.367
12 C 1.527 4.538 -1.611
13 C 1.956 3.349 0.998
14 C 2.830 2.021 -1.354
15 C -2.630 -2.876 -1.041
16 C -1.997 -3.838 1.509
17 C -0.088 -3.895 -0.570
18 H -0.958 1.399 -3.622
19 H -3.009 2.040 -2.156
20 H 4.725 -3.495 2.112
21 H 5.257 -2.768 0.558
22 H 4.097 -4.137 0.557
23 H 4.548 -0.616 2.308
24 H 2.889 0.011 2.331
25 H 3.896 0.179 0.857
26 H 2.316 -3.353 3.036
27 H 0.961 -3.097 1.896
28 H 1.508 -1.764 2.952
29 H 2.325 5.174 -1.164
30 H 0.573 5.056 -1.537
31 H 1.756 4.342 -2.653
32 H 2.808 4.045 0.962
33 H 2.247 2.459 1.555
34 H 1.122 3.837 1.523
35 H 3.758 2.588 -1.229
36 H 2.675 1.813 -2.425
37 H 2.900 1.061 -0.834
38 H -3.303 -3.712 -0.822
39 H -2.199 -2.985 -2.049
40 H -3.180 -1.925 -0.990
41 H -2.800 -4.449 1.113
42 H -2.376 -3.166 2.294
43 H -1.193 -4.467 1.936
44 H -0.587 -4.595 -1.251
45 H 0.457 -4.447 0.202
46 H 0.619 -3.283 -1.145
47 C 0.771 -1.013 -2.307
48 C 2.019 -1.248 -2.960
49 C 2.114 -1.817 -4.231
50 C 0.946 -2.057 -4.987
51 C -0.272 -1.698 -4.444
52 C -0.402 -1.113 -3.174
53 O 0.767 -0.891 -1.025
54 H 2.368 -2.064 -0.149
55 H 2.931 -1.084 -2.381
56 H 3.081 -2.088 -4.630
57 H 1.020 -2.510 -5.974
58 H -1.184 -1.902 -5.030
59 H -1.379 -0.809 -2.814
60 C -2.244 2.907 1.107
61 N -1.759 1.532 0.757
62 C -2.930 0.615 0.814
63 N -3.569 0.608 2.156
64 C -4.014 1.987 2.468
65 N -2.885 2.951 2.468
66 C -1.887 2.493 3.472
67 N -1.415 1.114 3.186
68 C -0.803 1.076 1.831
69 C -2.576 0.200 3.175
70 H -3.030 3.214 0.404
71 H -1.407 3.611 1.114
72 H -2.590 -0.412 0.599
73 H -3.679 0.943 0.091
74 H -4.475 1.993 3.469
75 H -4.739 2.295 1.708
76 H -1.017 3.169 3.444
77 H -2.351 2.517 4.460
78 H -0.500 0.051 1.633
79 H 0.071 1.759 1.869
80 H -3.061 0.229 4.172
81 H -2.224 -0.815 2.958


Entry 5:
C23H50InN2O2P3 | the ωB97M-V functional and the def2-TZVPD basis

Results
- Energy relative to the best compared isomer or geometry (same formula, charge and spin): 274.1 kJ/mol
- HOMO energy (alpha / beta): -13.6 / -13.5 eV
- Multiplicity: 1
- Charge: +2

Atoms and positions in Å:
1 In 0.094 -0.323 -1.034
2 P -2.244 0.028 -1.947
3 C -1.985 0.422 -3.610
4 C -0.714 0.889 -3.994
5 N 0.394 0.687 -3.194
6 C 1.617 0.998 -3.639
7 C 1.796 1.698 -4.828
8 C 0.703 1.999 -5.624
9 C -0.554 1.574 -5.232
10 C 2.845 0.642 -2.833
11 P 2.568 -0.817 -1.759
12 H -1.458 1.770 -5.819
13 H 2.815 1.993 -5.108
14 H 0.819 2.586 -6.545
15 H 3.701 0.487 -3.508
16 H 3.139 1.481 -2.187
17 H -2.021 -1.676 -5.254
18 H -2.777 0.600 -4.331
19 H -0.557 -3.877 -4.001
20 O -1.809 -2.622 -5.408
21 H -2.364 -2.854 -6.177
22 H -0.025 -2.150 -1.247
23 O -0.236 -4.243 -3.149
24 H 0.644 -3.838 -3.014
25 C 2.992 -2.221 -2.862
26 H 4.030 -2.195 -3.239
27 H 2.863 -3.149 -2.279
28 H 2.309 -2.234 -3.727
29 C 3.920 -0.790 -0.525
30 H 3.820 -1.715 0.063
31 H 4.936 -0.763 -0.952
32 H 3.786 0.082 0.133
33 C -2.979 1.445 -1.057
34 H -3.958 1.731 -1.477
35 H -3.101 1.213 0.012
36 H -2.283 2.292 -1.164
37 C -3.302 -1.432 -1.680
38 H -3.454 -1.596 -0.598
39 H -4.296 -1.310 -2.149
40 H -2.806 -2.321 -2.104
41 C -1.827 1.259 4.408
42 C -1.817 1.103 2.879
43 C -2.931 0.129 2.463
44 C -2.147 2.468 2.231
45 P -0.158 0.469 2.255
46 N -0.156 0.734 0.687
47 C 1.243 1.584 2.886
48 C 1.615 1.231 4.335
49 C 2.478 1.428 1.987
50 C 0.850 3.065 2.783
51 C 0.066 -1.391 2.578
52 C 1.449 -1.827 2.059
53 C -0.024 -1.708 4.078
54 C -0.982 -2.264 1.845
55 H -2.845 1.563 4.706
56 H -1.140 2.046 4.741
57 H -1.575 0.322 4.924
58 H -3.895 0.650 2.590
59 H -2.831 -0.168 1.408
60 H -2.970 -0.759 3.107
61 H -1.673 3.312 2.740
62 H -1.839 2.478 1.178
63 H -3.236 2.623 2.320
64 H 2.087 0.241 4.395
65 H 2.358 1.965 4.688
66 H 0.749 1.268 5.010
67 H 2.207 1.641 0.944
68 H 3.229 2.166 2.311
69 H 2.951 0.441 2.068
70 H 0.511 3.303 1.765
71 H 0.118 3.372 3.539
72 H 1.753 3.659 2.992
73 H 2.279 -1.368 2.612
74 H 1.525 -2.917 2.194
75 H 1.555 -1.631 0.979
76 H -1.032 -1.532 4.470
77 H 0.198 -2.776 4.217
78 H 0.696 -1.133 4.669
79 H -1.975 -2.228 2.301
80 H -1.096 -2.003 0.781
81 H -0.637 -3.308 1.918


> What is the multiplicity in the first record?

1


> Which formula does entry 5 have?

C23H50InN2O2P3


> Which of these has the highest multiplicity?

C23H49FeN2OP3S


> The highest multiplicity belongs to which entry?

C23H49FeN2OP3S